# C6H7ClO

A 2-piece molecular cluster, C6H7ClO overall (wB97M-V/def2-TZVPD, the Open Molecules 2025 dataset).

* HOMO (alpha / beta): -5.53 / -10.07 eV
* HOMO-LUMO gap (alpha / beta): 6.5 / 7.6 eV
* ⟨S²⟩: 2.016
* spin multiplicity: 3

Geometry as XYZ:
```
15
Properties=species:S:1:pos:R:3:forces:R:3
C -0.51988 -0.48909 -0.62460 3.4 -3.5 2.5
C -1.37560 0.25441 -1.03165 -1.8 1.7 -1.1
C 2.20144 0.70090 1.02001 0.3 0.4 0.5
C 0.35218 -1.37871 0.03137 -2.6 1.1 -8.5
C -2.39952 1.12751 -1.55186 0.0 0.1 0.1
C 0.53601 -1.33917 1.35186 1.1 0.4 6.8
O 1.46907 1.57127 0.69967 -0.3 0.1 0.0
Cl 3.30273 -0.05340 -0.11263 0.3 -0.3 -0.3
H 0.86666 -2.09995 -0.59062 0.0 0.0 0.0
H -3.36172 0.60948 -1.52638 -0.1 0.1 -0.1
H -2.17841 1.41635 -2.58032 -0.1 0.0 0.0
H -2.46615 2.02406 -0.93254 -0.1 0.0 -0.1
H 2.38658 0.32528 2.02741 0.0 0.0 0.1
H 1.18763 -2.03397 1.85437 0.0 -0.1 0.1
H -0.00103 -0.63497 1.96592 -0.1 0.0 0.1
```
Forces are in eV/Å.

=====

# C6H7CsNaO6

C6H7CsNaO6 as an isolated structure (wB97M-V/def2-TZVPD, the Open Molecules 2025 dataset).

* HOMO (alpha / beta): -5.90 / -9.01 eV
* HOMO-LUMO gap (alpha / beta): 5.4 / 8.5 eV
* ⟨S²⟩: 0.753
* spin multiplicity: 2

Geometry as XYZ:
```
21
Properties=species:S:1:pos:R:3:forces:R:3
Na 3.13528 1.01388 0.09059 -0.6 0.1 -0.3
O 0.89966 1.52320 1.05361 0.0 0.3 0.0
O -0.59496 2.22905 -0.48544 -0.5 0.1 -0.3
C -1.68357 1.72182 0.28355 0.2 0.1 0.2
C -2.12473 0.35062 -0.22659 -0.3 0.0 -0.2
O 1.56016 2.37664 -0.89488 0.2 -0.1 0.0
C 0.68481 2.03182 -0.08026 0.5 -0.1 0.3
H -1.41215 1.68127 1.34525 0.0 -0.1 -0.2
H -2.50207 2.43851 0.15100 0.2 -0.1 0.0
H -2.31553 0.38972 -1.30513 0.1 0.0 0.2
H -3.05996 0.08669 0.28768 0.2 0.0 -0.1
Cs 1.61361 -0.47223 2.81619 -0.8 0.2 1.9
O -0.81764 -0.98348 1.26630 -0.5 0.0 -0.6
O -0.55632 -1.29140 -0.93072 0.5 -0.5 -0.6
C 0.63084 -2.32105 -0.67442 -0.2 0.4 0.2
C 1.92832 -1.65377 -0.54447 0.0 -0.1 -0.4
O 2.28760 -1.02457 0.54662 0.8 -0.6 -1.6
C -1.11264 -0.72329 0.09757 0.6 -0.1 1.4
H 0.32346 -2.86995 0.22421 0.0 0.2 -0.2
H 0.56589 -2.94363 -1.57161 0.0 0.3 0.2
H 2.54996 -1.55985 -1.44905 -0.2 0.0 0.2
```
Forces are in eV/Å.

=====

Computed energy above the lowest of the compared OMol25 structures with the same formula, charge and spin, in the same sequence as the records: 126.54; 0.00 kJ/mol.
Computed maximum force, in the same sequence as the records: 9.0; 2.1 eV Å⁻¹.